The following is a quantum chemistry calculation of a molecular structure, C6H6O, from OMol25.

Last column: Mulliken charge in e.
Geometry (Å):
O: 0.50 -2.21 0.58  -0.521
C: 1.10 -0.01 -0.04  -0.744
C: 0.14 0.70 -0.82  0.621
C: -0.61 -0.60 -0.74  -0.426
C: -0.59 -1.79 -0.19  -0.226
C: -0.54 1.79 -0.16  -1.105
C: -1.05 2.68 0.46  0.431
H: 0.27 -2.04 1.50  0.329
H: 1.19 0.17 1.04  0.288
H: 1.96 -0.51 -0.48  0.262
H: 0.44 0.88 -1.84  0.297
H: -1.33 -2.58 -0.27  0.378
H: -1.49 3.52 0.94  0.415

Values from the calculation:
Strongest force on any atom, eV/Å: 1.847
2S+1: 1
Frontier orbital gap, eV: 9.122
Energy above the lowest of the compared OMol25 structures with the same formula, charge and spin, kcal per mole: 147.5
Energy, eV: -8360.1078

The following is a quantum chemistry calculation of a single C14H17NO molecule, from OMol25.

Last column: Mulliken charge in e.
Geometry (Å):
O: -0.97 2.02 -1.16  -0.548
C: -1.26 0.78 -1.50  -0.323
C: -0.23 -0.26 -1.33  0.429
C: 0.69 -1.11 -1.28  0.047
C: 1.81 -1.80 -0.79  -1.520
N: 2.75 -1.11 0.10  0.016
C: 2.37 -0.55 1.15  -0.916
C: 2.90 0.83 1.45  -0.395
C: 3.98 0.84 0.30  -0.588
C: 3.34 0.14 -0.61  -0.480
C: -2.70 0.34 -0.45  0.319
C: -3.34 1.28 0.16  -0.117
C: -4.46 0.80 1.07  -0.833
C: -4.72 -0.42 0.73  -0.243
C: -3.89 -1.50 0.25  -0.362
C: -2.90 -1.29 -0.52  -1.042
H: -0.51 2.07 -0.35  0.342
H: -1.71 0.71 -2.51  0.372
H: 2.31 -1.96 -1.67  0.449
H: 1.54 -2.62 -0.39  0.636
H: 2.80 -1.21 1.91  0.262
H: 1.41 -0.55 1.31  0.626
H: 3.15 1.27 2.49  0.383
H: 1.94 1.66 1.13  -0.017
H: 4.91 0.67 0.82  0.336
H: 4.13 2.03 -0.01  0.239
H: 4.22 -0.31 -1.38  0.198
H: 2.62 0.69 -1.21  0.304
H: -3.12 2.19 -0.09  0.741
H: -4.96 1.59 1.39  0.456
H: -5.51 -0.95 1.66  0.141
H: -4.30 -2.60 0.43  0.198
H: -2.29 -1.67 -1.11  0.888

Values from the calculation:
Strongest force on any atom, eV/Å: 13.339
2S+1: 1
SMILES: O[C@@H](C#CCN1CCCC1)c1ccccc1
Frontier orbital gap, eV: 9.018
Energy above the lowest of the compared OMol25 structures with the same formula, charge and spin, kcal per mole: 322.3
Energy, eV: -18317.5311

The following is a quantum chemistry calculation of a molecular structure, C32H35BN9O4SeSr, from OMol25.

Last column: Mulliken charge in e.
Geometry (Å):
Sr: -0.21 0.33 0.25  2.528
C: 3.16 1.67 -1.42  -1.507
C: 3.24 0.67 -0.32  0.650
C: 4.29 0.41 0.57  -1.570
C: 3.83 -0.60 1.37  -0.267
N: 2.58 -0.94 0.99  1.999
N: 2.23 -0.14 -0.07  -1.247
B: 1.67 -2.01 1.72  0.710
N: 0.56 -2.66 0.78  2.501
C: -0.01 -3.86 1.02  -0.497
C: -1.01 -4.08 0.11  -1.381
C: -1.01 -2.94 -0.71  0.596
C: -1.87 -2.62 -1.88  -1.550
N: -0.07 -2.10 -0.30  -1.438
N: 0.94 -1.32 2.95  -0.470
C: 0.86 -1.62 4.26  0.011
C: -0.03 -0.76 4.86  -1.618
C: -0.50 0.05 3.83  0.464
C: -1.50 1.16 3.87  -1.158
N: 0.08 -0.29 2.69  -0.801
N: 2.58 -3.14 2.16  1.003
C: 3.58 -3.68 1.43  -1.072
C: 4.07 -4.76 2.11  -1.370
C: 3.29 -4.83 3.27  0.582
C: 3.38 -5.79 4.41  -1.406
N: 2.40 -3.86 3.30  -1.194
H: 4.16 2.02 -1.70  0.379
H: 2.57 2.54 -1.11  0.275
H: 2.69 1.24 -2.31  0.342
H: 5.25 0.89 0.62  0.497
H: 4.29 -1.12 2.19  0.549
H: 0.36 -4.45 1.84  0.526
H: -1.65 -4.95 0.04  0.527
H: -2.16 -3.53 -2.40  0.396
H: -1.34 -1.98 -2.58  0.324
H: -2.78 -2.10 -1.57  0.271
H: 1.45 -2.42 4.65  0.593
H: -0.31 -0.74 5.90  0.415
H: -1.78 1.38 4.90  0.372
H: -2.41 0.89 3.33  0.200
H: -1.10 2.07 3.42  0.224
H: 3.86 -3.26 0.48  1.174
H: 4.87 -5.41 1.80  0.487
H: 3.85 -6.72 4.10  0.374
H: 2.39 -6.01 4.80  0.363
H: 3.98 -5.38 5.23  0.239
O: -2.58 0.68 -0.15  -0.605
C: -3.22 1.70 0.08  -0.379
C: -2.72 3.02 0.39  0.660
C: -3.72 3.96 0.69  -0.376
C: -3.39 5.25 1.01  -0.402
C: -2.05 5.68 1.03  -0.421
C: -1.06 4.79 0.73  -0.642
C: -1.33 3.43 0.40  0.439
O: -0.38 2.65 0.11  -0.781
N: -4.45 6.21 1.33  1.017
O: -4.11 7.34 1.60  -0.632
O: -5.60 5.81 1.31  -0.633
H: -4.32 1.63 0.04  0.344
H: -4.77 3.67 0.68  0.461
H: -1.83 6.70 1.28  0.490
H: -0.02 5.10 0.73  0.425
C: 7.29 -6.62 -1.40  -1.476
C: 6.02 -5.84 -1.59  0.709
C: 6.06 -4.53 -2.06  -1.270
C: 4.91 -3.79 -2.24  1.040
C: 5.02 -2.37 -2.73  -1.434
C: 3.66 -4.38 -1.95  0.052
Se: 2.09 -3.40 -2.19  0.184
C: 3.61 -5.70 -1.44  1.322
C: 2.31 -6.34 -1.06  -1.459
C: 4.79 -6.40 -1.28  -0.987
H: 8.15 -6.09 -1.78  0.364
H: 7.23 -7.59 -1.91  0.355
H: 7.46 -6.83 -0.34  0.306
H: 7.02 -4.08 -2.29  0.259
H: 6.06 -2.13 -2.92  0.384
H: 4.62 -1.67 -2.00  0.130
H: 4.45 -2.22 -3.65  0.347
H: 1.78 -5.74 -0.32  0.111
H: 2.49 -7.33 -0.64  0.373
H: 1.65 -6.44 -1.91  0.355
H: 4.75 -7.41 -0.89  0.349

Values from the calculation:
Strongest force on any atom, eV/Å: 0.505
2S+1: 2
<S²>: 0.77
Frontier orbital gap (spin up / spin down), eV: 7.969 / 6.424
Energy above the lowest of the compared OMol25 structures with the same formula, charge and spin, kcal per mole: 7.1
Energy, eV: -122214.9458